{"formula": "C37H75BBrFN3O16S", "method": "ωB97M-V/def2-TZVPD", "species": ["C", "C", "C", "C", "C", "N", "O", "B", "C", "C", "C", "C", "N", "S", "O", "O", "F", "O", "C", "N", "C", "Br", "C", "C", "H", "H", "H", "H", "H", "H", "H", "H", "H", "H", "H", "H", "H", "H", "H", "H", "H", "H", "H", "H", "H", "H", "H", "H", "H", "H", "H", "O", "C", "O", "C", "C", "C", "H", "H", "H", "H", "H", "H", "H", "H", "O", "C", "O", "C", "C", "C", "H", "H", "H", "H", "H", "H", "H", "H", "O", "C", "O", "C", "C", "C", "H", "H", "H", "H", "H", "H", "H", "H", "O", "C", "O", "C", "C", "C", "H", "H", "H", "H", "H", "H", "H", "H", "O", "C", "O", "C", "C", "C", "H", "H", "H", "H", "H", "H", "H", "H", "O", "C", "O", "C", "C", "C", "H", "H", "H", "H", "H", "H", "H", "H"], "coordinates": [[4.646011, -1.856769, 5.236458], [3.737150, -1.432006, 4.137196], [4.036805, -0.115967, 3.153599], [5.051285, -0.542744, 1.938862], [5.235175, -2.163550, 1.728062], [3.973926, -2.867719, 1.218432], [2.651615, 0.127346, 2.629519], [2.295065, 1.547654, 2.401523], [0.837440, 2.121392, 2.903589], [0.124024, 1.251158, 4.098825], [-0.426794, -0.233965, 3.616501], [-1.592336, -0.795406, 4.626357], [-0.899860, -1.644432, 5.706727], [2.420486, 1.643874, 0.498735], [2.312221, 0.222089, -0.167510], [3.802967, 2.293828, 0.101560], [1.194692, 2.605465, -0.219622], [3.544231, 2.236609, 2.876963], [4.225879, 1.360636, 3.887181], [3.361679, 1.606313, 5.106854], [5.724195, 1.841063, 4.346197], [6.210799, 1.270159, 6.237707], [6.002312, 3.453120, 4.247111], [5.907273, 4.265398, 5.668843], [5.797108, -1.673217, 5.085213], [4.170716, -2.334946, 6.194304], [2.734911, -2.047973, 3.962513], [6.155162, -0.104115, 2.057660], [4.677114, -0.119373, 0.887643], [6.032367, -2.288833, 0.848127], [5.725784, -2.715157, 2.658218], [4.034094, -2.968500, 0.160543], [4.029831, -3.842339, 1.600458], [0.032122, 2.208675, 2.027178], [1.007693, 3.242846, 3.271742], [-0.850858, 1.862910, 4.414719], [0.760660, 1.139521, 5.076678], [-0.752733, -0.125958, 2.495988], [0.496088, -0.968765, 3.726399], [-2.396629, -1.441259, 4.056901], [-2.059164, 0.123393, 5.191533], [-0.368448, -2.445972, 5.253598], [-0.150359, -1.028191, 6.095445], [3.582684, 2.506948, 5.585127], [3.347344, 0.798208, 5.766720], [6.551021, 1.319826, 3.660688], [7.130790, 3.571601, 3.875467], [5.349183, 4.027090, 3.464120], [6.896953, 4.144306, 6.308972], [5.833298, 5.434382, 5.439023], [4.974937, 4.010302, 6.328319], [-5.046212, 2.465763, -2.205315], [-4.039528, 1.765027, -2.236065], [-2.828528, 2.292831, -1.945510], [-1.620707, 1.526513, -1.782079], [-0.964394, 1.257896, -3.122193], [-4.118115, 0.334290, -2.683138], [-1.809108, 0.611865, -1.212546], [-0.948038, 2.137323, -1.170273], [-1.608191, 0.663020, -3.774816], [-0.019606, 0.723907, -2.987930], [-0.767063, 2.199004, -3.646373], [-4.107304, 0.298456, -3.775214], [-5.056978, -0.091659, -2.315684], [-3.323863, -0.296131, -2.287350], [-1.821963, -1.928161, -4.994275], [-2.741367, -2.121915, -5.783290], [-4.002578, -1.745967, -5.470987], [-5.112521, -1.766947, -6.387704], [-5.745099, -3.143846, -6.440637], [-2.502226, -2.859155, -7.068728], [-4.814979, -1.400034, -7.374257], [-5.845791, -1.050944, -6.001009], [-5.042698, -3.896846, -6.806553], [-6.620815, -3.140188, -7.095545], [-6.054170, -3.460997, -5.438999], [-2.518318, -3.934287, -6.874143], [-1.517357, -2.574821, -7.452271], [-3.215026, -2.617804, -7.855227], [5.075524, 7.016611, -4.171676], [4.367269, 6.014777, -4.161904], [3.333383, 5.915371, -3.295462], [2.343377, 4.870363, -3.320557], [2.831527, 3.644028, -2.574487], [4.687164, 4.844513, -5.045765], [2.033588, 4.646415, -4.345409], [1.459477, 5.270291, -2.811973], [3.725002, 3.218649, -3.038193], [2.055016, 2.874493, -2.549109], [3.103687, 3.905533, -1.546415], [5.458176, 4.234645, -4.568659], [5.064777, 5.225008, -5.999993], [3.825433, 4.224475, -5.286365], [-3.784144, -6.269891, -7.879876], [-3.830620, -7.140407, -7.016493], [-5.015444, -7.682889, -6.653962], [-5.161384, -8.822767, -5.786687], [-5.130710, -8.402446, -4.330254], [-2.588676, -7.555783, -6.282943], [-4.420158, -9.592437, -6.020429], [-6.140366, -9.259157, -6.012601], [-4.175054, -7.945088, -4.062272], [-5.297308, -9.263790, -3.677469], [-5.905243, -7.653915, -4.132297], [-2.394180, -6.845460, -5.475699], [-1.750731, -7.542913, -6.986934], [-2.630870, -8.566283, -5.880422], [-3.940520, -6.193359, -1.289940], [-4.114391, -5.018535, -0.981812], [-3.249691, -4.393304, -0.150605], [-3.263228, -2.981630, 0.131846], [-4.251879, -2.659695, 1.235354], [-5.335337, -4.279533, -1.446811], [-3.440321, -2.400129, -0.777516], [-2.253479, -2.724815, 0.469975], [-5.274761, -2.915471, 0.948016], [-4.218104, -1.595337, 1.483948], [-4.022396, -3.240255, 2.135173], [-6.172302, -4.517535, -0.785846], [-5.571753, -4.607844, -2.463786], [-5.204668, -3.200149, -1.499451], [2.000818, 4.428055, 6.858384], [1.456376, 5.407588, 6.358895], [0.413676, 6.003301, 6.981331], [-0.177486, 7.251017, 6.573267], [-1.207193, 7.031125, 5.482324], [1.876039, 5.908582, 5.007619], [0.590706, 7.976242, 6.289766], [-0.676003, 7.660496, 7.458527], [-0.756585, 6.606738, 4.581703], [-1.692324, 7.974048, 5.215228], [-1.972239, 6.322268, 5.816410], [1.384204, 5.312358, 4.235190], [2.960850, 5.794173, 4.918085], [1.668113, 6.964504, 4.844180]], "atomic_forces_ev_per_a": [[-2.429, 1.272, -3.330], [2.307, -0.663, 3.008], [-2.259, -1.035, -0.156], [0.734, -0.019, -0.912], [1.393, 0.207, -1.168], [1.415, -0.775, 0.020], [0.914, -0.287, 0.336], [1.460, -0.845, 3.418], [-1.334, 0.507, 0.466], [-1.349, 0.278, 0.208], [0.739, 0.622, 0.250], [1.171, 0.235, -0.249], [0.363, 0.231, -1.037], [5.574, -2.798, -6.308], [-0.605, 5.257, 2.078], [-5.298, -1.658, 1.118], [1.015, -0.857, 0.786], [1.361, -0.652, 1.117], [-1.346, 1.179, 0.673], [0.175, -1.461, -0.201], [1.025, 0.531, -2.700], [-0.193, -0.099, -1.300], [0.991, 0.779, 0.314], [0.341, 1.144, 0.035], [-2.539, 0.159, 0.998], [1.341, 0.312, -2.251], [1.963, 2.118, 0.601], [-2.365, -0.873, 0.040], [0.526, -0.772, 2.534], [-1.274, 0.557, 1.971], [-1.416, 1.280, -1.834], [-0.109, 0.327, 1.954], [-0.227, 1.167, -0.613], [1.642, -0.248, 1.795], [-0.369, -2.340, -0.643], [1.928, -1.195, -0.575], [-0.920, 0.325, -2.105], [0.525, -0.411, 2.054], [-1.989, 1.439, -0.711], [1.535, 1.339, 1.276], [0.565, -1.912, -1.229], [-0.963, 1.451, 0.526], [-0.804, -0.714, -0.393], [-0.132, -1.251, -0.634], [0.340, 1.132, -0.682], [-1.891, 1.060, 1.657], [-2.451, -0.259, 0.808], [0.940, -1.676, 1.394], [-2.229, 0.052, -1.305], [0.134, -2.469, 0.326], [1.799, 0.324, -1.313], [1.711, -0.795, 0.068], [-0.815, 0.938, -0.081], [-0.810, 0.270, 0.220], [0.417, -0.079, -0.148], [-0.100, -0.054, -0.220], [-0.140, -0.528, 0.442], [-0.073, 0.041, -0.132], [-0.367, -0.007, -0.082], [0.096, -0.104, 0.093], [-0.106, 0.062, 0.047], [0.037, -0.045, 0.191], [0.063, -0.074, 0.158], [0.010, 0.238, -0.246], [0.161, 0.080, -0.271], [-1.938, -0.082, -1.046], [1.369, -0.056, 0.926], [0.185, 0.437, 0.339], [-0.134, -0.230, -0.049], [0.131, -0.232, 0.026], [0.199, 0.339, -0.567], [0.086, -0.125, 0.096], [0.353, -0.025, 0.134], [-0.089, 0.067, -0.107], [0.084, 0.007, 0.071], [-0.030, 0.159, -0.121], [-0.048, 0.095, -0.093], [-0.095, -0.196, 0.289], [-0.122, -0.215, 0.098], [-1.343, -1.411, 0.219], [0.737, 1.028, 0.382], [0.276, 0.738, -0.347], [0.014, -0.511, 0.141], [0.177, 0.143, -0.020], [-0.212, -0.108, -0.718], [0.148, 0.070, -0.020], [0.308, 0.196, -0.084], [-0.107, -0.016, -0.025], [0.113, 0.117, 0.050], [-0.156, -0.130, -0.245], [-0.120, 0.065, -0.037], [0.154, 0.006, 0.314], [0.063, -0.112, 0.231], [-0.512, -1.362, 1.345], [0.059, 1.072, -0.748], [-0.029, 0.208, -0.648], [0.013, 0.002, 0.338], [0.130, 0.184, 0.064], [0.443, -0.513, -0.250], [0.039, 0.168, 0.010], [0.173, 0.277, -0.217], [-0.076, -0.130, 0.042], [0.012, 0.098, -0.067], [0.058, -0.190, -0.055], [-0.020, -0.091, -0.059], [-0.182, 0.267, 0.153], [-0.096, 0.127, 0.194], [0.028, 1.848, 0.621], [0.267, -1.292, -0.037], [0.153, -0.560, -0.433], [-0.120, 0.202, 0.201], [-0.177, -0.105, 0.087], [-0.081, 0.378, -0.627], [-0.080, -0.142, 0.031], [-0.119, -0.324, -0.159], [0.053, 0.111, -0.042], [0.032, -0.106, -0.022], [0.082, 0.141, -0.136], [0.099, 0.031, -0.067], [-0.030, -0.156, 0.295], [-0.054, -0.009, 0.212], [-1.177, 1.812, -0.456], [0.801, -1.517, 0.284], [0.119, -0.061, 0.554], [-0.079, -0.124, -0.197], [-0.041, -0.160, -0.175], [0.507, 0.471, -0.072], [-0.008, -0.156, -0.067], [0.221, -0.296, 0.001], [-0.003, 0.128, 0.063], [0.040, -0.074, 0.039], [0.112, 0.169, 0.037], [0.093, 0.029, 0.078], [-0.257, -0.277, -0.037], [-0.203, -0.055, -0.070]], "lowdin_charge": [-0.055, -0.058, -0.227, -0.081, -0.281, -0.039, -0.073, -0.906, -0.101, -0.210, -0.193, -0.269, -0.077, 0.967, -0.396, -0.392, -0.305, -0.045, -0.350, 0.066, -0.497, 0.633, -0.256, -0.216, 0.054, 0.060, 0.120, 0.117, 0.124, 0.109, 0.108, 0.080, 0.057, 0.104, 0.106, 0.103, 0.102, 0.110, 0.100, 0.099, 0.107, 0.066, 0.054, 0.062, 0.067, 0.096, 0.117, 0.119, 0.061, 0.078, 0.055, 0.065, -0.506, -0.003, -0.215, -0.055, 0.005, 0.115, 0.106, 0.054, 0.088, 0.080, 0.086, 0.090, 0.061, 0.082, -0.500, -0.026, -0.225, -0.060, 0.014, 0.116, 0.123, 0.059, 0.084, 0.079, 0.086, 0.097, 0.073, 0.066, -0.509, -0.004, -0.224, -0.073, -0.001, 0.109, 0.124, 0.075, 0.070, 0.066, 0.099, 0.089, 0.067, 0.065, -0.505, -0.008, -0.231, -0.065, 0.008, 0.113, 0.122, 0.068, 0.085, 0.084, 0.102, 0.096, 0.071, 0.067, -0.503, 0.000, -0.218, -0.066, 0.008, 0.103, 0.130, 0.065, 0.083, 0.084, 0.098, 0.084, 0.065, 0.078, -0.496, -0.010, -0.235, -0.069, 0.019, 0.112, 0.120, 0.071, 0.079, 0.085, 0.085, 0.087, 0.069], "molar_mass_g_mol": 959.8, "relative_energy_kcal_mol": 215.5, "homo_ha": -0.224, "homo_lumo_gap_ev": 7.80, "total_charge": -1, "lumo_ev": 1.70, "largest_force_ev_per_a": 8.87}